Entry 1:
C3H6N2O3 | the ωB97M-V functional and the def2-TZVPD basis

Structure (XYZ):
```
14
C3H6N2O3 the ωB97M-V functional and the def2-TZVPD basis
H -2.10 1.64 1.00
N -2.76 1.38 0.25
C -2.86 0.17 -0.21
N -1.78 -0.66 -0.38
O -0.70 -0.59 0.47
C 0.49 -0.55 -0.37
O 1.52 -0.49 0.65
C 2.76 0.12 0.31
O 3.28 0.87 -0.67
H -3.58 -0.28 -0.76
H -2.19 -1.75 -0.36
H 0.45 0.07 -1.25
H 0.60 -1.56 -0.96
H 3.35 0.13 1.32
```

SMILES	[H]/N=C\NOCOC=O
HOMO energy	-9.520	eV
energy above the lowest of the compared OMol25 structures with the same formula, charge and spin	150.6	kcal/mol
gap between HOMO and LUMO	9.95	eV

---

Entry 2:
C3H6N2O3 | the ωB97M-V functional and the def2-TZVPD basis

Structure (XYZ):
```
14
C3H6N2O3 the ωB97M-V functional and the def2-TZVPD basis
C 1.43 1.16 -0.24
C 1.26 -0.31 -0.36
C -0.99 0.47 0.53
H 2.24 1.81 -1.45
H 2.10 0.90 1.17
H 0.17 2.06 -0.07
H 0.16 -2.47 0.10
H -0.96 1.09 1.76
H -2.04 -1.15 -1.05
N -0.01 -0.45 -0.15
N -2.27 0.39 0.16
O 2.09 -1.24 -0.12
O -0.52 -1.72 0.43
O -2.65 -0.54 -0.72
```

HOMO energy	-9.883	eV
energy above the lowest of the compared OMol25 structures with the same formula, charge and spin	313.9	kcal/mol
gap between HOMO and LUMO	9.64	eV

---

Entry 3:
C3H6N2O4 | the ωB97M-V functional and the def2-TZVPD basis

Structure (XYZ):
```
15
C3H6N2O4 the ωB97M-V functional and the def2-TZVPD basis
C 1.43 -0.26 -0.24
C 1.76 -0.49 -1.67
C -1.57 1.51 0.86
N -0.42 0.67 0.95
N -1.08 -1.45 1.01
O -1.82 -1.55 1.87
O 2.13 -0.55 0.67
O -0.55 -2.10 0.21
O 0.23 0.40 -0.20
H 2.48 -1.27 -1.77
H 2.26 0.39 -2.09
H 0.82 -0.70 -2.10
H -1.59 2.19 1.73
H -1.57 2.23 0.07
H -2.51 0.98 0.69
```

HOMO energy (spin up / spin down)	-9.320 / -9.146	eV
energy above the lowest of the compared OMol25 structures with the same formula, charge and spin	193.4	kcal/mol
gap between HOMO and LUMO (spin up / spin down)	8.83 / 8.82	eV

---

Entry 4:
C3H6N2O4S2 | the ωB97M-V functional and the def2-TZVPD basis

Structure (XYZ):
```
17
C3H6N2O4S2 the ωB97M-V functional and the def2-TZVPD basis
C -0.51 1.55 1.51
C -0.36 0.96 0.34
C -0.16 -0.37 0.12
N 4.16 1.37 1.83
N -0.12 -1.17 -0.96
O 1.79 1.18 2.15
O 2.63 3.33 1.39
O 2.80 -1.10 -0.71
O 2.48 1.28 -0.11
S 2.85 1.94 1.47
S 2.38 -0.20 0.32
H -0.50 2.66 1.52
H -0.55 1.08 2.47
H -0.40 1.75 -0.46
H -0.08 -0.83 1.05
H -0.27 -0.71 -1.85
H -0.29 -2.15 -0.84
```

HOMO energy (spin up / spin down)	-9.820 / -8.266	eV
energy above the lowest of the compared OMol25 structures with the same formula, charge and spin	18.7	kcal/mol
gap between HOMO and LUMO (spin up / spin down)	7.79 / 6.90	eV

---

Entry 5:
C3H6N2OS | the ωB97M-V functional and the def2-TZVPD basis

Structure (XYZ):
```
13
C3H6N2OS the ωB97M-V functional and the def2-TZVPD basis
H -2.87 -0.42 -1.22
N -2.07 0.19 -1.47
C -1.13 0.11 -0.61
C 0.11 0.90 -0.87
S 1.64 0.01 -0.38
C 1.05 -0.56 1.26
O -0.23 -0.06 1.56
N -1.16 -0.58 0.63
H 0.13 1.13 -1.91
H 0.05 1.93 -0.39
H 1.68 -0.17 2.02
H 1.01 -1.67 1.26
H -2.06 -0.42 1.08
```

SMILES	[H]/N=C1/CSCON1
HOMO energy	-8.915	eV
energy above the lowest of the compared OMol25 structures with the same formula, charge and spin	74.4	kcal/mol
gap between HOMO and LUMO	9.71	eV

---

Entry 6:
C3H6N2OS | the ωB97M-V functional and the def2-TZVPD basis

Structure (XYZ):
```
13
C3H6N2OS the ωB97M-V functional and the def2-TZVPD basis
C -0.30 -0.82 -0.36
C -1.64 -0.38 0.18
C 0.06 1.50 -0.05
N 1.88 -0.06 0.32
N 0.61 0.30 -0.08
O 2.99 0.62 0.18
S -1.62 1.48 -0.08
H 0.16 -1.79 -0.09
H -0.33 -0.83 -1.52
H -2.54 -0.80 -0.39
H -1.92 -0.48 1.21
H 0.75 2.33 0.39
H 1.91 -1.10 0.29
```

HOMO energy (spin up / spin down)	-6.312 / -7.307	eV
energy above the lowest of the compared OMol25 structures with the same formula, charge and spin	141.6	kcal/mol
gap between HOMO and LUMO (spin up / spin down)	6.82 / 7.81	eV

---

Entry 7:
C3H6N2OS | the ωB97M-V functional and the def2-TZVPD basis

Structure (XYZ):
```
13
C3H6N2OS the ωB97M-V functional and the def2-TZVPD basis
C -2.08 -0.40 -0.32
C 0.19 -1.20 0.23
C 1.22 1.29 -0.18
N -0.94 -0.72 -0.49
N -3.25 -0.27 -0.35
O 2.79 -0.62 0.77
S 1.83 -0.44 -0.36
H 0.23 -2.23 0.17
H 0.26 -0.95 1.29
H 2.11 1.85 -0.14
H 0.70 1.65 -1.06
H 0.61 1.45 0.68
H -3.68 0.57 -0.25
```

HOMO energy	-9.224	eV
energy above the lowest of the compared OMol25 structures with the same formula, charge and spin	73.3	kcal/mol
gap between HOMO and LUMO	9.80	eV

---

Entry 8:
C3H6N2OS | the ωB97M-V functional and the def2-TZVPD basis

Structure (XYZ):
```
13
C3H6N2OS the ωB97M-V functional and the def2-TZVPD basis
C -1.98 0.91 0.25
C -1.69 -0.54 -0.06
C 1.21 -0.26 -0.25
H -2.04 1.69 -0.84
H -0.89 1.31 0.88
H -2.96 0.75 1.12
H 2.25 -1.75 0.66
H 3.30 -0.78 -0.77
H 1.96 1.42 -0.24
N 2.41 -0.79 0.40
N 1.07 0.93 -0.63
O -2.57 -1.35 -0.34
S -0.07 -1.53 -0.18
```

HOMO energy	-9.572	eV
energy above the lowest of the compared OMol25 structures with the same formula, charge and spin	135.4	kcal/mol
gap between HOMO and LUMO	9.38	eV

---

> Which value of energy above the lowest of the compared OMol25 structures with the same formula, charge and spin does entry 8 give?

135.4 kcal/mol

---

Please write out number 5 again, unchanged.
C3H6N2OS | the ωB97M-V functional and the def2-TZVPD basis

Structure (XYZ):
```
13
C3H6N2OS the ωB97M-V functional and the def2-TZVPD basis
H -2.87 -0.42 -1.22
N -2.07 0.19 -1.47
C -1.13 0.11 -0.61
C 0.11 0.90 -0.87
S 1.64 0.01 -0.38
C 1.05 -0.56 1.26
O -0.23 -0.06 1.56
N -1.16 -0.58 0.63
H 0.13 1.13 -1.91
H 0.05 1.93 -0.39
H 1.68 -0.17 2.02
H 1.01 -1.67 1.26
H -2.06 -0.42 1.08
```

SMILES	[H]/N=C1/CSCON1
HOMO energy	-8.915	eV
energy above the lowest of the compared OMol25 structures with the same formula, charge and spin	74.4	kcal/mol
gap between HOMO and LUMO	9.71	eV

---

Copy entry 8 word for word.
C3H6N2OS | the ωB97M-V functional and the def2-TZVPD basis

Structure (XYZ):
```
13
C3H6N2OS the ωB97M-V functional and the def2-TZVPD basis
C -1.98 0.91 0.25
C -1.69 -0.54 -0.06
C 1.21 -0.26 -0.25
H -2.04 1.69 -0.84
H -0.89 1.31 0.88
H -2.96 0.75 1.12
H 2.25 -1.75 0.66
H 3.30 -0.78 -0.77
H 1.96 1.42 -0.24
N 2.41 -0.79 0.40
N 1.07 0.93 -0.63
O -2.57 -1.35 -0.34
S -0.07 -1.53 -0.18
```

HOMO energy	-9.572	eV
energy above the lowest of the compared OMol25 structures with the same formula, charge and spin	135.4	kcal/mol
gap between HOMO and LUMO	9.38	eV